Computed, not measured: a gas-phase ion, C7H14FN4 (charge +1), with ωB97M-V with the def2-TZVPD basis set.

CARTESIAN COORDINATES (ANGSTROEM)
C 2.343 1.872 0.769
N 2.356 0.456 0.275
C 3.269 -0.531 -0.021
N 2.682 -1.648 -0.463
N 1.390 -1.410 -0.529
C 1.180 -0.174 -0.214
C -0.328 0.734 -0.160
F -0.277 1.549 -1.188
C -1.431 -0.251 -0.098
C -1.201 -1.135 1.139
C -1.378 -1.041 -1.434
N -2.788 0.420 -0.161
H 1.501 2.401 0.180
H 2.146 1.845 1.811
H 3.299 2.236 0.559
H 4.282 -0.477 0.232
H -0.166 1.477 0.728
H -1.392 -2.080 0.737
H -0.152 -1.191 1.526
H -1.871 -0.903 1.911
H -1.582 -0.506 -2.348
H -0.366 -1.360 -1.361
H -1.921 -1.978 -1.449
H -2.896 1.062 0.589
H -3.664 -0.095 0.033
H -3.036 0.727 -1.060

Calculated values
Lowest unoccupied orbital energy = -3.61 eV
Charge = +1
HOMO level = -12.731 eV
ΔE to the lowest compared entry with this formula, charge and spin = 26.1 kcal per mole
SMILES = Cn1cnnc1[C@@H](F)C(C)(C)[NH3+]
HOMO-LUMO gap = 9.1 eV

natural (NBO) atomic charge list, values in e, 5 entries:
1. C -0.386
2. N -0.370
3. C 0.166
4. N -0.243
5. N -0.327